Below is C32H36BN14OPPbS3 as an isolated structure, with properties calculated with the ωB97M-V functional and the def2-TZVPD basis.

```
89
C32H36BN14OPPbS3, DFT the ωB97M-V functional and the def2-TZVPD basis
Pb 0.085 -1.009 0.485
C -0.185 -2.945 4.709
C 0.217 -2.904 3.379
N -0.181 -1.775 2.813
N -0.837 -1.065 3.743
C -0.850 -1.752 4.895
B -1.261 0.378 3.378
N 0.079 1.061 2.980
C 0.762 1.959 3.707
C 2.011 2.124 3.146
C 2.016 1.258 2.059
N 0.853 0.629 1.982
N -2.307 0.256 2.245
C -3.584 0.677 2.247
C -4.234 0.119 1.167
C -3.259 -0.649 0.538
N -2.118 -0.555 1.199
N -1.873 1.262 4.436
C -2.367 1.119 5.686
C -2.850 2.337 6.099
C -2.614 3.188 5.013
N -2.035 2.538 4.027
H -0.010 -3.717 5.429
H 0.792 -3.619 2.826
H -1.318 -1.380 5.779
H 0.335 2.434 4.564
H 2.802 2.758 3.487
H 2.791 1.047 1.351
H -3.973 1.337 2.993
H -5.260 0.228 0.887
H -3.322 -1.271 -0.332
H -2.364 0.186 6.208
H -3.301 2.574 7.039
H -2.842 4.230 4.913
C 0.903 -6.737 0.563
C 1.859 -5.614 0.505
N 3.137 -5.688 0.667
N 3.599 -4.426 0.588
C 2.610 -3.531 0.398
S 2.817 -1.883 0.299
N 1.474 -4.297 0.326
N 0.199 -3.804 0.107
H 1.457 -7.665 0.665
H 0.299 -6.784 -0.342
H 0.249 -6.631 1.429
H 4.580 -4.218 0.687
H -0.497 -4.378 0.572
H -0.017 -3.717 -0.890
N -0.454 1.202 -0.423
C -0.451 2.330 -0.167
N -0.423 3.595 0.052
C 0.385 4.484 -0.770
C 1.389 5.203 0.139
O 0.716 5.897 1.158
C -0.001 5.011 1.986
C -1.058 4.229 1.199
H -0.276 5.222 -1.237
H 0.900 3.916 -1.546
H 1.955 5.947 -0.424
H 2.077 4.464 0.581
H -0.483 5.623 2.747
H 0.690 4.306 2.468
H -1.823 4.916 0.822
H -1.520 3.486 1.852
S -1.260 -3.115 -5.405
P -0.248 -1.671 -4.469
S -0.504 -2.107 -2.523
C 1.514 -1.719 -4.940
C 2.506 -1.821 -3.975
C 3.825 -1.957 -4.369
C 4.148 -1.997 -5.715
C 3.155 -1.883 -6.677
C 1.834 -1.745 -6.293
C -0.881 -0.012 -4.881
C -2.083 0.143 -5.558
C -2.536 1.417 -5.854
C -1.793 2.523 -5.474
C -0.605 2.361 -4.778
C -0.144 1.094 -4.476
H 2.244 -1.795 -2.925
H 4.598 -2.038 -3.619
H 5.176 -2.123 -6.016
H 3.412 -1.912 -7.726
H 1.052 -1.672 -7.037
H -2.655 -0.725 -5.852
H -3.465 1.545 -6.388
H -2.134 3.515 -5.728
H -0.029 3.223 -4.477
H 0.780 0.953 -3.931
```

Results
multiplicity	2
maximum force	0.022	Eh/bohr
expectation value of S²	0.7598
LUMO energy (spin up / spin down)	-1.738 / -4.983	eV
orbital gap (spin up / spin down)	8.5 / 5.3	eV
energy	-3836.3550	hartree
net charge	+1